{"formula": "C12H18BBr", "method": "ωB97M-V/def2-TZVPD", "species": ["B", "C", "C", "C", "C", "C", "C", "C", "C", "C", "C", "C", "C", "Br", "H", "H", "H", "H", "H", "H", "H", "H", "H", "H", "H", "H", "H", "H", "H", "H", "H", "H"], "positions_angstrom": [[0.70837, 0.12418, -1.42119], [-0.46234, 2.22700, -0.48594], [-0.17781, 3.41636, 0.08842], [3.64810, -1.39446, -0.64040], [-2.18317, -2.61496, 2.98768], [3.13555, -0.40664, -1.29235], [-1.52365, -1.65192, 2.29678], [-0.28362, -0.68330, -0.42537], [-1.63494, 1.43080, -0.01146], [0.39538, 1.65897, -1.49867], [-1.05004, 0.21208, 0.65649], [1.91761, -0.60857, -2.12711], [-2.08293, -0.57413, 1.49215], [-0.51512, 1.43911, -3.24867], [0.56970, 4.16466, -0.01189], [-0.82112, 3.73271, 0.96604], [4.53694, -1.22918, -0.17614], [3.29120, -2.35697, -0.70445], [-1.56660, -3.47620, 3.43484], [-3.22401, -2.81999, 2.90035], [3.61154, 0.54752, -1.16842], [-0.44407, -1.73927, 2.33191], [-1.09817, -1.26334, -0.91744], [0.36362, -1.49797, 0.06463], [-2.17488, 2.10778, 0.80083], [-2.31578, 1.18150, -0.82898], [1.26287, 2.40583, -1.83827], [-0.24098, 0.52276, 1.21631], [2.14295, -0.21564, -3.05434], [1.72756, -1.74363, -2.40742], [-2.88660, -1.01152, 0.84407], [-2.62556, 0.11645, 2.17802]], "homo_lumo_gap_ev": 9.64, "max_force_ev_per_a": 4.07, "multiplicity": 1, "lumo_energy_ev": 0.35, "de_lowest_kj_mol": 0.0, "charge": 0, "total_energy_ev": -83451.93189}